This record from the Open Molecules 2025 dataset describes an isolated molecule of C4H11NO. The level of theory is ωB97M-V with the def2-TZVPD basis set.

Bonds (Å) are listed after each position.
Element x y z (Å)
1 C -2.34014 0.47554 -0.12546  H5 1.123, H6 1.133, H7 1.141, N16 1.483
2 C -0.34511 -0.58414 0.37151  C3 1.511, H9 1.147, H10 1.138, N16 1.456
3 C 1.01787 -1.09052 -0.04002  C2 1.511, H11 1.093, H12 1.119, O17 1.384
4 C 2.15000 0.99089 0.00896  H13 1.162, H14 1.125, H15 1.094, O17 1.457
5 H -3.06117 0.84935 -0.90062  C1 1.123
6 H -2.95113 -0.32548 0.39203  C1 1.133
7 H -1.99868 1.26750 0.62087  C1 1.141
8 H -1.25977 -0.71669 -1.51021  N16 1.046
9 H -0.90267 -1.35532 1.01250  C2 1.147
10 H -0.26770 0.36269 0.99806  C2 1.138
11 H 1.46599 -1.56555 0.83653  C3 1.093
12 H 0.90941 -1.89263 -0.81335  C3 1.119
13 H 2.76470 0.74256 0.96371  C4 1.162
14 H 2.78177 1.58349 -0.70963  C4 1.125
15 H 1.25922 1.51691 0.36460  C4 1.094
16 N -1.08870 -0.02178 -0.74696  C1 1.483, C2 1.456, H8 1.046
17 O 1.86610 -0.23680 -0.72253  C3 1.384, C4 1.457

Output
**LUMO level**: 1.0762 eV
**HOMO energy**: -0.333 Ha
**Charge**: 0
**Energy above the lowest of the compared OMol25 structures with the same formula, charge and spin**: 51.0 kcal/mol
**SMILES**: CNCCOC
**HOMO-LUMO gap**: 10.15 eV